A molecular structure, C3H9O3. Source: OMol25; level of theory: ωB97M-V/def2-TZVPD.

Last column: Löwdin spin population.
Atoms and positions in Å:
C: 0.372 -0.738 -0.613  0.111
O: 0.442 -0.929 0.742  0.751
C: -0.697 0.189 -1.107  0.019
C: -0.929 1.255 -0.062  0.006
O: -1.656 2.428 -0.549  0.002
H: 0.197 -1.813 -0.872  0.079
H: 1.350 -0.566 -1.108  0.015
H: -0.399 0.590 -2.066  0.002
H: -1.692 -0.308 -1.313  0.002
H: 0.081 1.643 0.227  0.002
H: -1.344 0.789 0.844  0.000
H: -1.786 2.759 0.348  0.000
H: 2.262 -2.521 2.146  0.001
H: 1.438 -1.204 1.376  0.000
O: 2.362 -1.574 2.006  0.012

As for the HOMO energy (spin up / spin down): -9.4 / -9.4 eV. As for the LUMO energy (spin up / spin down): 0.0219 / -0.1164 Eh. The calculation puts the maximum force at 0.097 hartree/bohr. Its spin multiplicity is 2.

10 unconnected molecules or ions with the total composition C50H115N15O10. Source: OMol25; level of theory: ωB97M-V/def2-TZVPD.

Last column: Mulliken charge in e.
Atoms and positions in Å:
C: 2.222 3.447 1.366  0.732
O: 3.202 3.792 0.684  -0.706
N: 1.252 2.581 1.011  0.588
N: 2.104 3.906 2.664  -0.437
H: 0.993 2.359 0.059  -0.248
H: 0.613 2.311 1.745  -0.348
H: 2.892 4.397 2.988  0.269
H: 1.485 3.520 3.402  0.160
C: -0.686 3.184 -1.998  0.294
O: -0.701 2.101 -1.416  -0.441
N: -1.633 4.158 -1.872  -0.491
N: 0.268 3.452 -2.885  -0.217
H: -1.426 5.141 -1.980  0.272
H: -2.219 4.042 -1.126  0.123
H: 1.126 3.022 -2.502  -0.026
H: 0.447 4.440 -3.142  0.284
C: -0.865 0.077 1.411  -1.378
O: -0.650 -0.782 2.326  -0.892
N: -1.667 1.170 1.586  2.311
N: -0.489 -0.235 0.149  1.207
H: -1.671 1.439 2.595  -0.548
H: -1.380 1.882 0.946  0.071
H: -0.832 0.331 -0.613  -0.535
H: -0.074 -1.107 -0.003  0.290
C: 0.675 1.426 5.020  0.467
O: 0.158 2.339 4.296  -0.797
N: 0.995 1.836 6.300  -0.501
N: 0.955 0.115 4.685  0.510
H: 0.923 2.849 6.437  0.270
H: 1.421 1.243 7.086  0.208
H: 1.567 -0.496 5.182  0.232
H: 0.489 -0.242 3.857  -0.591
C: -3.271 3.153 3.105  0.364
O: -2.991 3.514 1.971  -0.556
N: -4.416 2.470 3.391  -0.339
N: -2.346 3.250 4.079  -0.211
H: -4.391 1.767 4.109  0.138
H: -5.008 2.309 2.610  0.247
H: -2.586 3.003 5.037  0.168
H: -1.474 3.782 3.888  0.192
C: -1.290 -1.144 -8.004  -1.509
C: -0.050 -0.750 -7.149  1.315
C: -0.237 0.714 -6.615  -1.138
C: -1.326 0.957 -5.557  -0.790
C: -1.066 0.039 -4.375  1.653
C: -0.901 -1.445 -4.801  1.565
N: 0.139 -1.479 -5.849  0.495
O: 0.344 -2.831 -6.253  -0.607
C: -0.303 -2.186 -3.575  -1.878
C: -2.294 -2.015 -5.165  -1.052
C: 1.250 -0.753 -7.973  -1.641
H: -1.229 -2.186 -8.378  0.313
H: -1.231 -0.493 -8.855  0.479
H: -2.239 -0.932 -7.451  0.360
H: 0.752 0.954 -6.208  -0.032
H: -0.395 1.263 -7.548  0.636
H: -2.307 0.647 -5.939  0.172
H: -1.446 2.001 -5.331  0.552
H: -1.946 0.064 -3.657  -0.705
H: -0.159 0.370 -3.806  -1.061
H: -0.371 -3.287 -3.683  0.347
H: 0.707 -1.891 -3.449  0.460
H: -0.917 -1.890 -2.738  0.259
H: -2.935 -1.820 -4.249  -0.122
H: -2.666 -1.359 -5.946  0.205
H: -2.272 -3.070 -5.454  0.327
H: 2.073 -0.310 -7.397  0.207
H: 1.075 -0.179 -8.901  0.349
H: 1.412 -1.813 -8.307  0.438
H: 1.274 -3.007 -6.207  0.332
C: 2.828 1.012 -4.016  -1.132
C: 3.448 0.832 -2.660  2.635
C: 4.650 -0.141 -2.681  -0.995
C: 5.879 0.348 -3.374  -0.902
C: 6.291 1.667 -2.781  -1.529
C: 5.132 2.705 -2.774  1.736
N: 4.031 2.045 -2.063  0.392
O: 2.932 2.928 -1.797  -0.641
C: 5.540 3.860 -1.859  -2.166
C: 4.835 3.162 -4.215  -1.648
C: 2.466 0.222 -1.697  -0.130
H: 3.513 1.041 -4.924  0.222
H: 2.186 1.882 -3.932  0.128
H: 2.133 0.172 -4.201  -0.190
H: 4.931 -0.297 -1.637  -0.031
H: 4.422 -1.146 -2.990  0.496
H: 5.627 0.522 -4.415  0.431
H: 6.672 -0.433 -3.320  0.480
H: 7.109 2.064 -3.358  0.417
H: 6.783 1.701 -1.841  0.568
H: 5.739 3.599 -0.840  0.409
H: 6.441 4.349 -2.195  0.485
H: 4.774 4.605 -1.730  0.378
H: 5.556 3.879 -4.678  0.406
H: 4.954 2.258 -4.767  0.409
H: 3.810 3.465 -4.358  0.206
H: 2.903 0.014 -0.751  -0.431
H: 2.128 -0.739 -2.161  -0.129
H: 1.511 0.721 -1.439  -0.346
H: 3.135 3.152 -0.811  0.383
C: -5.277 -0.087 -3.889  -1.234
C: -5.577 -0.025 -2.385  1.669
C: -4.351 -0.651 -1.704  -0.637
C: -4.407 -0.521 -0.191  -0.680
C: -4.498 1.025 0.156  0.656
C: -5.792 1.662 -0.419  1.916
N: -5.773 1.386 -1.894  0.261
O: -6.907 1.881 -2.458  -0.562
C: -7.062 1.193 0.374  -1.819
C: -5.677 3.203 -0.233  -1.546
C: -6.795 -0.971 -1.958  -1.691
H: -4.609 0.751 -4.232  0.331
H: -4.721 -1.045 -4.056  0.095
H: -6.126 -0.165 -4.562  0.432
H: -4.315 -1.714 -1.914  0.841
H: -3.408 -0.302 -2.141  -0.950
H: -5.225 -1.057 0.248  0.688
H: -3.482 -0.917 0.305  -0.154
H: -3.623 1.514 -0.206  -0.371
H: -4.487 1.105 1.247  -0.957
H: -7.101 1.682 1.352  0.469
H: -7.070 0.172 0.677  0.414
H: -8.006 1.475 -0.102  0.269
H: -6.431 3.707 -0.784  0.533
H: -4.729 3.551 -0.643  0.219
H: -5.620 3.546 0.807  0.272
H: -7.713 -0.747 -2.504  0.377
H: -6.425 -1.983 -2.358  0.372
H: -6.895 -0.980 -0.883  0.285
H: -6.572 2.260 -3.261  0.373
C: -0.889 -2.875 5.340  -1.783
C: -2.216 -2.692 6.139  1.917
C: -2.473 -1.180 6.344  -1.826
C: -3.127 -0.408 5.235  0.923
C: -4.404 -1.191 4.861  -1.571
C: -4.065 -2.570 4.363  2.222
N: -3.376 -3.294 5.423  0.067
O: -3.133 -4.643 5.168  -0.478
C: -5.407 -3.318 4.180  -2.143
C: -3.302 -2.483 3.014  -2.089
C: -2.008 -3.274 7.513  -2.152
H: -0.022 -2.627 5.990  0.407
H: -0.960 -2.284 4.405  0.510
H: -0.746 -3.922 5.129  0.438
H: -3.130 -1.184 7.242  0.455
H: -1.561 -0.722 6.761  0.327
H: -2.459 -0.361 4.361  -0.567
H: -3.447 0.590 5.475  0.461
H: -4.911 -0.699 3.995  0.318
H: -5.027 -1.217 5.722  0.600
H: -6.187 -2.655 3.714  0.293
H: -5.437 -4.235 3.615  0.412
H: -5.901 -3.622 5.114  0.461
H: -3.975 -2.167 2.273  0.281
H: -2.414 -1.870 2.974  0.380
H: -2.941 -3.448 2.710  0.554
H: -2.137 -4.343 7.476  0.415
H: -2.748 -2.988 8.221  0.515
H: -0.998 -3.000 7.838  0.360
H: -2.389 -4.584 4.583  0.403
C: 8.017 -0.938 2.113  -1.836
C: 6.698 -1.851 2.125  1.536
C: 6.710 -2.480 3.541  -1.473
C: 5.453 -3.225 3.906  -0.691
C: 4.241 -2.326 3.686  -1.286
C: 4.171 -1.635 2.279  2.480
N: 5.510 -1.069 1.994  -0.329
O: 5.482 -0.527 0.720  0.103
C: 3.721 -2.727 1.296  -1.773
C: 3.158 -0.474 2.305  -0.157
C: 6.822 -2.973 0.979  -1.523
H: 8.145 -0.499 1.143  0.418
H: 8.920 -1.542 2.214  0.414
H: 7.912 -0.188 2.923  0.414
H: 7.567 -3.117 3.661  0.401
H: 6.858 -1.622 4.191  0.463
H: 5.386 -3.504 4.951  0.446
H: 5.377 -4.103 3.302  0.348
H: 4.376 -1.509 4.393  0.455
H: 3.293 -2.879 3.867  0.243
H: 4.212 -3.722 1.612  0.295
H: 2.660 -2.961 1.453  0.422
H: 3.972 -2.518 0.248  0.153
H: 3.657 0.461 2.547  0.476
H: 2.651 -0.402 1.339  -0.885
H: 2.464 -0.658 3.163  -0.334
H: 7.789 -2.766 0.466  0.421
H: 5.950 -3.018 0.315  0.243
H: 6.852 -3.906 1.533  0.348
H: 5.621 0.424 0.807  0.253

Its SMILES is CC1(C)CCCC(C)(C)N1O.CC1(C)CCCC(C)(C)N1O.CC1(C)CCCC(C)(C)N1O.CC1(C)CCCC(C)(C)N1O.CC1(C)CCCC(C)(C)N1O.NC(N)=O.NC(N)=O.NC(N)=O.NC(N)=O.NC(N)=O. As for the HOMO energy: -8.1 eV. As for the LUMO energy: 0.0053 Eh. The calculation puts the maximum force at 0.070 hartree/bohr.

2 unconnected molecules or ions with the total composition C3H9N2P. Source: OMol25; level of theory: ωB97M-V/def2-TZVPD.

Last column: Mulliken charge in e.
Atoms and positions in Å:
C: 0.318 0.503 -1.023  -0.462
C: 0.798 0.041 0.336  0.585
C: 1.809 0.814 1.214  -1.225
N: -0.433 0.780 0.139  -0.470
N: -2.173 -0.269 0.295  -0.377
P: -2.237 -1.664 -0.537  0.029
H: 0.535 1.403 -1.505  0.253
H: -0.193 -0.249 -1.768  0.088
H: 0.851 -1.037 0.343  0.318
H: 1.436 1.796 1.145  0.358
H: 2.827 0.880 0.696  0.242
H: 2.054 0.590 2.268  0.320
H: -1.962 -0.388 1.325  0.289
H: -0.984 -1.911 -1.101  0.006
H: -2.647 -1.286 -1.826  0.047

As for the HOMO energy (spin up / spin down): -8.8 / -8.8 eV. As for the LUMO energy (spin up / spin down): -0.0073 / -0.0075 Eh. The calculation puts the maximum force at 0.089 hartree/bohr.

maximum force of number 1 (C3H9O3)? 0.097 hartree/bohr

Which formula does entry 2 have? C50H115N15O10